Record 1
Here is 3 unconnected molecules or ions with the total composition C23H51ClN2O12P2 at a distorted geometry from OMol25. Energies are from ωB97M-V/def2-TZVPD.

The HOMO-LUMO gap comes out at 0.28457 Ha. For the total energy, the calculation gives -83327.4602 eV. As for the structure (SMILES): [H]/N=C(\C)C[C@H](CCCN)O[C@H](CCCCCOC(C)=O)COCCl.COP(=O)(OC)OC.COP(=O)(OC)OC. As for the multiplicity: 1.

Last column: Löwdin charge in e.
Cartesian coordinates (Å):
C -2.223 -3.643 1.367  -0.040
C -2.261 -4.678 0.254  -0.399
N -1.485 -5.678 0.271  0.140
C -3.287 -4.522 -0.854  -0.069
C -2.760 -4.273 -2.281  -0.309
C -1.549 -5.107 -2.678  -0.142
C -1.000 -4.652 -4.036  -0.216
C 0.018 -5.641 -4.606  -0.285
N 0.730 -5.099 -5.777  -0.016
O -2.493 -2.896 -2.564  -0.091
C -3.646 -2.102 -2.719  -0.300
C -3.810 -1.524 -4.146  -0.117
C -2.517 -1.359 -4.946  -0.175
C -1.797 -0.008 -4.739  -0.166
C -0.262 -0.122 -4.833  -0.145
C 0.524 0.633 -3.770  -0.183
O 0.728 2.006 -4.108  0.011
C -0.282 2.892 -3.909  -0.517
C -1.137 2.829 -2.664  0.014
O -0.445 3.773 -4.710  0.116
C -3.664 -0.941 -1.693  -0.137
O -2.950 -1.247 -0.514  -0.193
C -1.604 -0.923 -0.576  -0.593
Cl -1.226 0.434 0.527  0.670
H -2.384 -4.182 2.304  0.084
H -3.019 -2.910 1.296  0.066
H -1.240 -3.182 1.440  0.076
H -0.876 -5.622 1.087  0.059
H -3.914 -3.675 -0.579  0.101
H -3.914 -5.413 -0.833  0.130
H -3.569 -4.578 -2.958  0.150
H -0.736 -5.004 -1.967  0.106
H -1.864 -6.144 -2.790  0.130
H -1.801 -4.489 -4.764  0.116
H -0.464 -3.709 -3.918  0.096
H 0.785 -5.854 -3.862  0.114
H -0.477 -6.557 -4.928  0.110
H 1.258 -4.288 -5.476  0.055
H 0.050 -4.763 -6.451  0.058
H -4.549 -2.684 -2.523  0.141
H -4.299 -0.549 -4.058  0.119
H -4.497 -2.176 -4.685  0.113
H -2.803 -1.415 -5.999  0.115
H -1.843 -2.194 -4.786  0.072
H -2.084 0.430 -3.785  0.076
H -2.137 0.641 -5.546  0.119
H 0.117 0.122 -5.823  0.126
H -0.012 -1.175 -4.665  0.102
H 1.520 0.193 -3.748  0.128
H 0.110 0.483 -2.773  0.097
H -2.110 3.223 -2.948  0.095
H -0.747 3.501 -1.903  0.098
H -1.299 1.840 -2.250  0.026
H -3.350 0.005 -2.137  0.111
H -4.701 -0.796 -1.387  0.138
H -1.329 -0.656 -1.594  0.064
H -1.019 -1.788 -0.283  0.076
C 1.105 0.463 7.384  -0.105
O 1.224 1.867 7.055  -0.231
P 1.061 2.455 5.509  0.562
O 2.164 3.437 5.517  -0.244
O -0.383 3.125 5.936  -0.253
C -1.451 2.312 6.416  -0.130
O 0.658 2.545 3.924  -0.222
C -0.451 1.806 3.375  -0.128
H 1.946 0.189 8.017  0.087
H 0.178 0.296 7.933  0.080
H 1.114 -0.177 6.502  0.081
H -1.488 2.358 7.505  0.090
H -1.357 1.267 6.108  0.074
H -2.383 2.704 6.012  0.090
H -1.378 2.352 3.549  0.093
H -0.527 0.805 3.800  0.083
H -0.291 1.708 2.305  -0.006
C 4.065 3.859 2.904  -0.083
O 5.462 3.636 2.573  -0.208
P 6.469 4.862 2.349  0.397
O 7.288 4.627 1.167  -0.228
O 7.339 4.651 3.711  -0.230
C 6.697 4.390 4.958  -0.119
O 6.235 6.441 2.475  -0.198
C 5.525 7.015 3.585  -0.092
H 3.456 3.232 2.256  0.088
H 3.880 3.581 3.938  0.054
H 3.771 4.900 2.760  0.078
H 6.728 3.321 5.170  0.092
H 5.658 4.719 4.977  0.063
H 7.241 4.924 5.736  0.090
H 6.204 7.143 4.428  0.092
H 4.672 6.409 3.889  0.069
H 5.161 7.990 3.272  0.091

---

Record 2
Here is a molecular structure, C23H51HfN3O3P4 at a distorted geometry from OMol25. Energies are from ωB97M-V/def2-TZVPD.

Its charge is +4. The HOMO-LUMO gap comes out at 0.13163 Ha. For the total energy, the calculation gives -73713.1773 eV. As for the multiplicity: 1.

Last column: Löwdin charge in e.
Cartesian coordinates (Å):
P 2.795 -0.237 -1.145  0.825
C 3.502 -0.430 0.518  -0.202
H 4.528 -0.804 0.397  0.088
H 2.920 -1.138 1.117  0.039
H 3.539 0.536 1.031  0.053
C 3.444 -1.778 -1.878  -0.220
H 3.434 -1.743 -2.971  0.052
H 2.837 -2.625 -1.535  0.063
H 4.476 -1.902 -1.522  0.084
C 3.996 1.000 -1.771  -0.201
H 4.998 0.550 -1.730  0.094
H 3.968 1.887 -1.128  0.061
H 3.770 1.295 -2.800  0.047
P -0.896 3.259 -1.501  0.827
C -1.036 4.175 0.058  -0.182
H -1.452 5.169 -0.170  0.100
H -0.048 4.284 0.519  0.066
H -1.711 3.646 0.741  0.054
C 0.173 4.395 -2.457  -0.196
H 0.163 4.154 -3.526  0.056
H 1.204 4.331 -2.086  0.065
H -0.201 5.419 -2.311  0.092
C -2.564 3.552 -2.189  -0.192
H -2.683 4.628 -2.382  0.095
H -3.312 3.228 -1.454  0.068
H -2.718 2.995 -3.119  0.048
P -2.036 -1.628 -1.059  0.840
C -2.817 -1.942 0.549  -0.198
H -3.659 -2.626 0.378  0.092
H -3.187 -1.010 0.987  0.052
H -2.091 -2.411 1.223  0.023
C -3.566 -1.535 -2.061  -0.201
H -4.250 -2.310 -1.689  0.086
H -3.368 -1.703 -3.123  0.053
H -4.038 -0.553 -1.928  0.069
C -1.374 -3.292 -1.377  -0.200
H -2.220 -3.980 -1.508  0.092
H -0.769 -3.609 -0.517  0.042
H -0.749 -3.301 -2.275  0.036
Hf 0.037 0.330 -1.987  1.226
C 1.225 1.882 -0.621  -0.214
O 1.784 2.537 0.179  0.143
C -1.809 0.904 -0.600  -0.232
O -2.649 1.194 0.181  0.124
C -1.333 0.293 -3.811  -0.119
C -0.740 -0.988 -3.755  -0.114
C 0.666 -1.115 -3.656  -0.113
C 1.469 0.036 -3.830  -0.112
C 0.885 1.316 -3.838  -0.129
C -0.520 1.441 -3.901  -0.140
H -2.414 0.406 -3.840  0.155
H -1.350 -1.885 -3.821  0.134
H 1.117 -2.092 -3.505  0.149
H 2.546 -0.059 -3.985  0.139
H 1.506 2.209 -3.878  0.155
H -0.980 2.400 -4.145  0.131
C -2.209 -0.368 3.963  -0.076
N -1.237 0.100 2.982  -0.290
C -1.090 1.565 3.008  -0.099
P 0.066 -0.752 2.398  0.564
O 0.371 -0.202 1.029  -0.378
N 1.425 -0.561 3.364  -0.295
C 2.055 0.762 3.420  -0.104
C 1.599 -1.316 4.605  -0.070
N -0.236 -2.396 2.350  -0.310
C 0.789 -3.208 1.650  -0.097
C -0.906 -3.158 3.426  -0.075
H -2.872 0.474 4.197  0.103
H -1.732 -0.702 4.898  0.096
H -2.833 -1.175 3.559  0.076
H -0.528 1.924 2.138  0.049
H -2.096 2.007 2.982  0.095
H -0.585 1.896 3.933  0.104
H 1.645 1.376 4.237  0.100
H 3.132 0.623 3.584  0.103
H 1.921 1.292 2.472  0.045
H 2.588 -1.070 5.020  0.109
H 1.571 -2.397 4.422  0.080
H 0.830 -1.066 5.358  0.099
H 1.730 -3.250 2.227  0.098
H 0.396 -4.230 1.540  0.102
H 0.995 -2.795 0.653  0.048
H -0.718 -2.744 4.426  0.080
H -1.991 -3.197 3.259  0.082
H -0.524 -4.187 3.407  0.107

---

Record 3
Here is 9 unconnected molecules or ions with the total composition C23H51NO8S3 at a distorted geometry from OMol25. Energies are from ωB97M-V/def2-TZVPD.

The energy above the lowest of the compared OMol25 structures with the same formula, charge and spin is 0.000 eV. The HOMO-LUMO gap comes out at 0.32653 Ha. For the total energy, the calculation gives -75050.9704 eV. As for the multiplicity: 1.

Last column: Löwdin charge in e.
Cartesian coordinates (Å):
C 0.056 0.481 -0.343  -0.061
C -1.239 1.129 -0.355  -0.267
N -2.289 1.601 -0.392  0.165
H 0.613 0.782 0.548  0.062
H 0.657 0.726 -1.224  0.068
H -0.065 -0.599 -0.336  0.053
C -3.982 -1.027 0.602  -0.286
S -5.708 -1.418 0.893  0.803
O -6.006 -2.572 0.016  -0.553
C -5.456 -2.033 2.572  -0.266
H -3.663 -0.266 1.312  0.029
H -3.830 -0.660 -0.407  0.040
H -3.405 -1.943 0.733  0.035
H -6.419 -2.468 2.835  0.046
H -5.219 -1.214 3.248  0.048
H -4.677 -2.793 2.585  0.051
C 2.094 -2.750 0.415  -0.257
S 3.309 -1.433 0.434  0.827
O 2.804 -0.420 1.394  -0.546
C 4.575 -2.327 1.346  -0.259
H 1.836 -2.993 1.437  0.054
H 2.368 -3.640 -0.152  0.065
H 1.265 -2.308 -0.134  0.009
H 4.857 -3.245 0.836  0.056
H 4.158 -2.543 2.332  0.055
H 5.444 -1.689 1.491  0.048
C -1.469 0.354 3.721  -0.256
S -1.023 -1.361 3.563  0.791
O -0.858 -1.699 2.136  -0.552
C 0.580 -1.311 4.369  -0.249
H -2.484 0.446 3.332  0.037
H -0.757 1.014 3.227  0.043
H -1.568 0.659 4.767  0.064
H 1.110 -2.185 4.008  0.043
H 0.513 -1.393 5.457  0.056
H 1.097 -0.373 4.169  0.044
C 0.968 4.202 0.058  -0.015
C -0.209 4.838 -0.648  -0.520
O -0.256 4.838 -1.842  0.066
C -1.290 5.479 0.166  -0.018
H 1.831 4.653 -0.439  0.095
H 0.931 3.133 -0.057  0.057
H 1.047 4.495 1.103  0.074
H -2.090 5.870 -0.449  0.080
H -0.909 6.292 0.785  0.085
H -1.630 4.648 0.800  0.089
C 3.510 2.447 1.639  -0.029
C 2.607 2.446 2.844  -0.500
O 1.407 2.387 2.698  0.036
C 3.174 2.607 4.232  -0.017
H 2.935 1.947 0.866  0.056
H 4.453 1.944 1.814  0.081
H 3.618 3.486 1.309  0.091
H 3.685 3.564 4.364  0.087
H 3.894 1.806 4.438  0.086
H 2.388 2.540 4.978  0.076
C -1.455 -5.881 1.192  -0.026
C -0.673 -5.257 0.071  -0.499
O 0.411 -5.702 -0.209  0.058
C -1.325 -4.100 -0.652  -0.003
H -1.671 -5.135 1.976  0.086
H -0.878 -6.612 1.756  0.080
H -2.412 -6.256 0.829  0.091
H -1.488 -4.317 -1.708  0.092
H -0.764 -3.185 -0.522  0.056
H -2.334 -4.036 -0.234  0.071
C 1.108 -1.315 -3.569  -0.006
C 1.707 -0.028 -4.080  -0.507
O 1.925 0.881 -3.335  0.073
C 2.117 0.034 -5.539  -0.012
H 1.795 -2.145 -3.746  0.092
H 0.185 -1.549 -4.104  0.091
H 0.937 -1.206 -2.501  0.051
H 3.067 -0.399 -5.831  0.084
H 2.073 1.097 -5.786  0.072
H 1.343 -0.454 -6.143  0.084
C -1.795 1.765 -3.748  -0.020
C -1.144 1.895 -5.093  -0.511
O -1.251 1.044 -5.937  0.054
C -0.374 3.160 -5.426  -0.006
H -2.741 2.298 -3.801  0.100
H -1.144 2.141 -2.962  0.053
H -1.845 0.698 -3.527  0.081
H -0.170 3.695 -4.495  0.068
H -1.013 3.825 -6.008  0.089
H 0.526 2.891 -5.962  0.069

---

Record 4
Here is 6 unconnected molecules or ions with the total composition C23H52BBr2Cl2N4O17S5 at a distorted geometry from OMol25. Energies are from ωB97M-V/def2-TZVPD.

Its charge is +1. The HOMO-LUMO gap comes out at 0.30275 Ha. For the total energy, the calculation gives -285434.6501 eV. As for the multiplicity: 1.

Last column: Löwdin charge in e.
Cartesian coordinates (Å):
C -3.116 -2.039 1.532  -0.110
C -1.601 -2.513 1.585  -0.646
Br -1.179 -4.043 2.762  0.703
C -0.575 -1.907 0.813  -0.655
Br 1.238 -2.673 0.992  0.713
N -0.823 -0.778 -0.086  -0.087
C -0.165 0.423 0.325  0.057
N -0.571 1.354 -0.673  0.151
C -1.411 0.649 -1.618  -0.253
N -1.959 1.222 -2.698  -0.306
Cl -2.966 0.506 -3.871  0.871
B -1.615 2.696 -2.924  -0.629
O -0.288 3.196 -3.035  0.140
O -2.741 3.566 -3.068  0.135
N -1.558 -0.712 -1.234  0.029
C -2.288 -1.886 -1.749  -0.121
C -1.716 -2.518 -3.107  -0.234
C -0.239 -2.056 -3.497  -0.522
Cl -0.143 -2.155 -5.353  0.497
H -3.252 -0.961 1.212  0.090
H -3.613 -2.271 2.529  0.089
H -3.635 -2.719 0.765  0.090
H 0.479 0.574 1.250  0.177
H 0.281 2.610 -3.574  0.121
H -2.344 4.440 -3.298  0.130
H -3.355 -1.537 -1.983  0.128
H -2.411 -2.739 -1.008  0.122
H -1.708 -3.673 -3.093  0.110
H -2.397 -2.185 -3.957  0.065
H 0.012 -0.982 -3.248  0.059
H 0.552 -2.788 -3.119  0.089
O -1.357 5.549 4.182  -0.282
S 0.035 5.297 3.914  0.611
O 0.962 6.362 3.653  -0.262
O 0.150 4.202 2.730  -0.269
C -0.544 4.450 1.505  -0.266
C 0.203 5.440 0.632  -0.059
C 0.690 4.286 5.212  -0.120
H -1.567 4.785 1.698  0.116
H -0.611 3.492 0.982  0.089
H 0.202 6.436 1.081  0.081
H -0.262 5.512 -0.353  0.080
H 1.247 5.142 0.511  0.049
H 0.022 3.441 5.372  0.065
H 0.747 4.896 6.114  0.084
H 1.685 3.949 4.927  0.074
O 3.230 4.975 -0.294  -0.290
S 4.619 4.725 -0.576  0.613
O 5.541 5.793 -0.847  -0.264
O 4.725 3.633 -1.763  -0.264
C 4.019 3.881 -2.980  -0.275
C 4.754 4.876 -3.858  -0.070
C 5.290 3.714 0.713  -0.117
H 2.997 4.214 -2.774  0.108
H 3.948 2.924 -3.502  0.119
H 4.755 5.870 -3.408  0.075
H 4.278 4.948 -4.838  0.082
H 5.797 4.579 -3.990  0.088
H 4.625 2.868 0.877  0.070
H 5.354 4.323 1.614  0.080
H 6.282 3.379 0.416  0.078
O -2.340 -5.912 -3.887  -0.305
S -3.051 -7.166 -3.887  0.603
O -3.509 -7.775 -2.668  -0.274
O -2.201 -8.251 -4.725  -0.259
C -0.834 -8.470 -4.369  -0.265
C -0.711 -9.354 -3.142  -0.073
C -4.417 -7.047 -5.006  -0.117
H -0.314 -7.519 -4.225  0.113
H -0.364 -8.968 -5.219  0.125
H -1.082 -8.843 -2.251  0.070
H 0.332 -9.626 -2.967  0.083
H -1.301 -10.265 -3.262  0.088
H -4.061 -6.644 -5.953  0.077
H -5.153 -6.376 -4.565  0.077
H -4.848 -8.037 -5.142  0.080
O 4.454 -3.499 1.244  -0.337
S 5.845 -3.733 0.951  0.601
O 6.753 -2.653 0.681  -0.273
O 5.954 -4.816 -0.242  -0.260
C 5.239 -4.571 -1.454  -0.268
C 5.957 -3.564 -2.332  -0.073
C 6.534 -4.745 2.229  -0.115
H 4.214 -4.251 -1.241  0.108
H 5.175 -5.525 -1.980  0.124
H 5.950 -2.571 -1.877  0.071
H 5.474 -3.492 -3.309  0.081
H 7.002 -3.848 -2.471  0.089
H 5.880 -5.599 2.393  0.076
H 6.599 -4.142 3.134  0.079
H 7.528 -5.068 1.924  0.079
O -6.350 5.846 7.193  -0.275
S -6.415 4.552 6.570  0.600
O -6.188 3.341 7.312  -0.284
O -5.462 4.549 5.266  -0.268
C -4.097 4.946 5.420  -0.267
C -3.259 3.830 6.014  -0.072
C -7.958 4.409 5.715  -0.124
H -4.022 5.858 6.018  0.123
H -3.723 5.184 4.423  0.103
H -3.543 3.635 7.050  0.076
H -2.201 4.092 5.997  0.046
H -3.404 2.899 5.459  0.086
H -8.104 5.296 5.101  0.074
H -8.749 4.334 6.461  0.077
H -7.938 3.510 5.101  0.072

---

Record 5
Here is a molecular structure, C23H52BiP4S at a distorted geometry from OMol25. Energies are from ωB97M-V/def2-TZVPD.

The energy above the lowest of the compared OMol25 structures with the same formula, charge and spin is 1.922 eV. Its charge is +3. The HOMO-LUMO gap comes out at 0.16806 Ha. For the total energy, the calculation gives -78494.7722 eV. As for the multiplicity: 1.

Last column: Löwdin charge in e.
Cartesian coordinates (Å):
Bi -0.671 -0.353 -0.342  0.997
P -3.201 0.280 0.272  0.549
P -0.542 -1.391 2.357  0.733
P -1.007 -3.143 -0.674  0.663
H 1.244 0.374 -5.754  0.151
C 0.813 -0.476 -5.164  -0.298
C -0.647 -0.301 -4.834  -0.028
H -1.071 0.701 -4.835  0.100
C -3.263 2.072 0.633  -0.269
C -4.022 -0.552 1.688  -0.260
C -4.311 0.025 -1.162  -0.247
C 1.170 -1.944 2.678  -0.230
C -0.662 -0.048 3.591  -0.255
C -1.475 -2.672 3.262  -0.229
C -0.935 -3.594 -2.447  -0.268
C -2.645 -3.728 -0.135  -0.242
C 0.107 -4.338 0.121  -0.247
H 1.055 -1.480 -5.507  0.095
H -1.314 -1.112 -5.218  0.131
H -2.696 2.636 -0.125  0.044
H -2.856 2.288 1.637  0.041
H -4.323 2.377 0.577  0.068
H -3.467 -0.378 2.623  0.027
H -4.094 -1.632 1.492  0.033
H -5.029 -0.121 1.772  0.066
H -3.820 0.392 -2.076  0.044
H -5.224 0.606 -0.971  0.066
H -4.547 -1.046 -1.259  0.044
H 1.209 -2.255 3.729  0.077
H 1.885 -1.131 2.513  0.040
H 1.437 -2.788 2.037  0.033
H -0.739 -0.523 4.578  0.076
H -1.539 0.581 3.425  0.032
H 0.224 0.592 3.579  0.016
H -1.155 -2.591 4.308  0.073
H -1.254 -3.676 2.896  0.044
H -2.552 -2.497 3.201  0.043
H -0.781 -4.682 -2.528  0.071
H -0.116 -3.064 -2.966  -0.028
H -1.867 -3.285 -2.947  0.061
H -2.696 -4.801 -0.375  0.079
H -3.448 -3.181 -0.648  0.044
H -2.759 -3.596 0.950  0.028
H -0.055 -5.302 -0.386  0.073
H -0.123 -4.449 1.192  0.039
H 1.156 -4.031 -0.006  0.053
C 2.341 -0.357 -2.914  -0.559
C 3.163 -1.391 -2.391  -0.107
C 4.516 -1.130 -2.258  -0.037
C 5.061 0.120 -2.693  -0.016
C 4.201 1.149 -3.091  -0.051
C 2.819 0.932 -3.194  -0.109
S 0.696 -0.832 -3.343  0.940
H 1.006 -0.490 -1.076  -0.201
H 2.772 -2.418 -2.110  0.133
H 5.115 -1.928 -1.839  0.121
H 6.144 0.352 -2.720  0.135
H 4.569 2.155 -3.339  0.130
H 2.136 1.652 -3.676  0.124
C -0.211 3.470 3.493  -0.121
C -0.079 3.600 1.970  -0.396
P 0.365 2.106 0.982  0.861
C 0.870 2.819 -0.667  -0.412
C 1.327 4.264 -0.556  -0.143
C 2.009 1.632 1.765  -0.399
C 2.979 2.777 1.970  -0.126
H -0.940 2.708 3.796  0.050
H -0.540 4.444 3.891  0.100
H 0.748 3.228 3.981  0.081
H 0.686 4.366 1.766  0.071
H -1.036 3.965 1.557  0.083
H 1.634 2.161 -1.113  0.054
H -0.016 2.746 -1.322  0.066
H 1.842 4.576 -1.473  0.092
H 0.471 4.933 -0.401  0.089
H 2.012 4.428 0.285  0.052
H 1.765 1.167 2.726  0.042
H 2.436 0.851 1.130  0.069
H 2.546 3.610 2.538  0.075
H 3.829 2.394 2.550  0.097
H 3.370 3.175 1.022  0.078